# 1
C2H2F2N2P2 as an isolated structure in a non-equilibrium geometry, computed with the ωB97M-V functional and the def2-TZVPD basis.

Cartesian coordinates (Å):
1 C -0.5479 -0.9743 0.6342
2 C -0.9124 -0.8945 -0.7004
3 N -0.6654 0.1464 1.3573
4 N -1.1155 1.0611 0.5827
5 F -1.7696 4.0765 0.0491
6 F -3.4604 2.3519 0.2810
7 P -1.5048 0.7704 -0.9643
8 P -2.8591 3.2683 -0.9051
9 H -0.3850 -1.8082 1.1907
10 H -1.2790 1.9934 0.9644

Calculated values
Max |F| (eV/Å): 3.6
Electronic energy (eV): -29095.6373
Energy relative to the best compared isomer or geometry (same formula, charge and spin) (kJ/mol): 239.0

# 2
C6H5NO6Sm as an isolated structure in a non-equilibrium geometry, computed with the ωB97M-V functional and the def2-TZVPD basis.

Cartesian coordinates (Å):
1 O 0.4324 -2.9154 -2.4605
2 C 0.6572 -1.8814 -1.9206
3 Sm 1.1031 0.4169 -0.9477
4 O -2.8741 0.0027 -4.3695
5 C -1.9331 0.1592 -3.7468
6 C 2.6047 0.0985 -3.0820
7 O 3.1707 -0.0664 -4.0918
8 C 0.2788 2.7183 -1.9157
9 O 0.0945 3.7641 -2.3286
10 N -1.3356 -0.4522 2.9303
11 C 0.1203 -0.1915 2.9590
12 C 0.5368 0.0267 1.5540
13 O 1.7593 0.2304 1.1815
14 O -0.4195 -0.0476 0.6562
15 H -1.8699 0.4031 3.0428
16 H -1.6795 -1.0626 3.6727
17 H -1.5859 -0.8401 1.9938
18 H 0.3070 0.7135 3.5319
19 H 0.6328 -1.0761 3.3410

Calculated values
Max |F| (eV/Å): 9.4
Electronic energy (eV): -37951.2503
2S+1: 6
Total charge: +3

# 3
One molecule with the formula C12H13N3OS2 in a non-equilibrium geometry, computed with the ωB97M-V functional and the def2-TZVPD basis.

Cartesian coordinates (Å):
1 C 4.1730 0.3960 -2.7328
2 C 2.7812 0.2696 -2.2503
3 N 2.0827 -0.8043 -2.3240
4 N 0.8522 -0.6959 -1.8327
5 C 0.6005 0.4820 -1.3686
6 N -0.5979 0.8198 -0.8004
7 C -0.8389 2.0744 -0.3068
8 O -0.0234 2.9617 -0.4034
9 C -2.1783 2.2413 0.3643
10 S -1.9765 2.0802 2.1798
11 C -2.4467 0.3259 2.4483
12 C -1.5081 -0.6390 1.8012
13 C -0.1577 -0.6325 2.1324
14 C 0.7170 -1.5101 1.5193
15 C 0.2553 -2.4062 0.5687
16 C -1.0869 -2.4198 0.2325
17 C -1.9647 -1.5355 0.8402
18 S 1.9157 1.6176 -1.5098
19 H 4.8306 0.6872 -1.9153
20 H 4.4990 -0.5568 -3.1405
21 H 4.2350 1.1616 -3.5046
22 H -1.2493 0.0539 -0.6699
23 H -2.5342 3.2581 0.2034
24 H -2.9176 1.5164 0.0309
25 H -2.4260 0.2286 3.5344
26 H -3.4717 0.1968 2.0986
27 H 0.1997 0.0737 2.8679
28 H 1.7640 -1.4944 1.7829
29 H 0.9388 -3.0846 0.0843
30 H -1.4514 -3.1129 -0.5100
31 H -3.0153 -1.5528 0.5800

Calculated values
Max |F| (eV/Å): 1.6
Electronic energy (eV): -40843.4629
SMILES: Cc1nnc(NC(=O)CSCc2ccccc2)s1
Energy relative to the best compared isomer or geometry (same formula, charge and spin) (kJ/mol): 0.0

# 4
C14H10F6IrN2O5PS3Se2 as an isolated structure, computed with the ωB97M-V functional and the def2-TZVPD basis.

Cartesian coordinates (Å):
1 Ir -2.0542 0.1899 1.2385
2 F -1.0187 3.6902 0.3185
3 C -2.0017 4.3653 0.9075
4 F -1.5158 5.4352 1.5041
5 F -2.9092 4.7052 0.0116
6 S -2.8146 3.2763 2.1626
7 O -3.1741 2.0587 1.4117
8 O -3.8641 4.0105 2.7537
9 N -1.6184 2.9826 3.1921
10 S -0.9135 1.6224 3.1316
11 O -1.7561 0.4389 3.4159
12 O -0.2689 1.2882 1.8307
13 C 0.4042 1.7809 4.4299
14 F 1.0521 0.6326 4.4540
15 F -0.1700 2.0205 5.5852
16 F 1.2085 2.7626 4.0828
17 Se -1.7652 -3.3014 -1.4787
18 P -0.0821 -2.1054 -0.8424
19 Se -0.8074 -1.8767 1.2393
20 C 0.1278 -0.5495 -1.6934
21 C 0.7902 0.5052 -1.0652
22 C 0.9699 1.6953 -1.7483
23 C 0.4943 1.8293 -3.0477
24 C -0.1604 0.7769 -3.6702
25 C -0.3476 -0.4189 -2.9946
26 C 1.4498 -3.0267 -0.8118
27 C 2.6396 -2.4086 -1.1973
28 C 3.8273 -3.1186 -1.1282
29 C 3.8277 -4.4305 -0.6756
30 C 2.6414 -5.0444 -0.2941
31 C 1.4480 -4.3477 -0.3628
32 H 1.1587 0.3994 -0.0522
33 H 1.4787 2.5192 -1.2660
34 H 0.6331 2.7630 -3.5763
35 H -0.5370 0.8883 -4.6775
36 H -0.8805 -1.2319 -3.4719
37 H 2.6407 -1.3896 -1.5607
38 H 4.7518 -2.6480 -1.4334
39 H 4.7575 -4.9813 -0.6262
40 H 2.6451 -6.0693 0.0505
41 H 0.5202 -4.8292 -0.0801
42 O -3.6156 -0.0591 -2.5626
43 S -4.0838 -0.4969 -1.2729
44 N -3.1073 -0.3026 -0.1299

Calculated values
Max |F| (eV/Å): 0.2
Electronic energy (eV): -219519.5148
2S+1: 2
Total charge: +1
Energy relative to the best compared isomer or geometry (same formula, charge and spin) (kJ/mol): 91.9

# 5
An isolated ion of composition C5H10N3O2 and charge +1 in a non-equilibrium geometry, computed with the ωB97M-V functional and the def2-TZVPD basis.

Cartesian coordinates (Å):
1 C -0.3836 -1.5942 0.6982
2 C -0.6993 -0.1097 0.4374
3 C 0.0866 0.8817 1.5353
4 C -0.5359 0.2795 -0.9151
5 C 0.4860 0.7128 -1.7832
6 N 1.7867 0.6334 -1.7741
7 O -0.0947 1.3046 -2.8943
8 N -1.4218 1.2799 -2.7837
9 N -1.9029 0.6424 -1.7857
10 O -3.0346 0.3933 -1.5017
11 H -0.9275 -1.8856 1.5047
12 H 0.6726 -1.6199 0.9742
13 H -0.4990 -2.2664 -0.1946
14 H -1.6987 -0.0348 0.7620
15 H 1.0124 0.5394 1.9071
16 H -0.6387 1.0292 2.3005
17 H 0.1977 1.7618 0.9506
18 H 2.2813 0.2195 -1.0549
19 H 2.2216 1.1631 -2.4333
20 H -1.9728 1.5523 -3.5596

Calculated values
Max |F| (eV/Å): 6.3
Electronic energy (eV): -13899.7077
SMILES: CC(C)c1c(N)o[nH][n+]1=O
Total charge: +1
Energy relative to the best compared isomer or geometry (same formula, charge and spin) (kJ/mol): 622.3

# 6
A 2-piece molecular cluster, C4H6O3S overall in a non-equilibrium geometry, computed with the ωB97M-V functional and the def2-TZVPD basis.

Cartesian coordinates (Å):
1 C 0.0190 2.1454 -0.7550
2 C -0.3688 1.0316 -1.3187
3 C 0.5047 -0.2709 0.5863
4 C 0.1845 -2.5366 1.3093
5 O 1.2673 0.3272 1.4092
6 O -0.0448 3.3228 -1.3855
7 O -0.0685 -1.3678 0.4866
8 S -1.0364 0.0234 -2.5156
9 H 0.3940 2.0781 0.2752
10 H -0.3541 -3.4243 0.9975
11 H -0.0739 -2.2562 2.3555
12 H 1.2981 -2.6742 1.3350
13 H 0.4787 3.9840 -0.9910
14 H -2.1998 -0.3825 -1.7886

Calculated values
Max |F| (eV/Å): 7.1
Electronic energy (eV): -21217.8346
Energy relative to the best compared isomer or geometry (same formula, charge and spin) (kJ/mol): 496.8

# 7
One molecule with the formula C27H32N4O5 in a non-equilibrium geometry, computed with the ωB97M-V functional and the def2-TZVPD basis.

Cartesian coordinates (Å):
1 C -6.2255 -0.7053 0.3679
2 C -4.8187 -0.6262 -0.1426
3 C -4.5732 -0.5735 -1.5103
4 C -3.2835 -0.5090 -2.0146
5 C -3.0271 -0.4714 -3.4895
6 C -2.2132 -0.4952 -1.1280
7 C -2.4457 -0.5409 0.2358
8 N -1.3614 -0.4622 1.1519
9 C -0.9414 -1.4769 1.9342
10 O -0.0699 -1.3123 2.7763
11 C -1.5821 -2.8311 1.6918
12 C -0.5368 -3.9416 1.8650
13 C 0.5220 -3.8060 0.7795
14 O 0.4672 -4.4093 -0.2679
15 N 1.5182 -2.9371 1.1141
16 C 2.5037 -2.4839 0.2700
17 C 2.7418 -2.8250 -1.0883
18 C 3.8269 -2.0722 -1.4198
19 C 4.5890 -1.9204 -2.6838
20 O 4.2157 -1.3506 -0.3517
21 N 3.3883 -1.6123 0.6962
22 C -0.6068 0.7857 1.2241
23 C 0.6650 0.6921 0.3459
24 O 0.8102 -0.1535 -0.5082
25 N 1.5549 1.6556 0.6220
26 C 2.8360 1.7764 -0.0442
27 C 3.0078 3.1895 -0.6407
28 C 4.2173 3.8095 0.0702
29 C 4.3286 3.0320 1.3797
30 C 3.9912 1.6076 0.9521
31 C -1.4464 1.9453 0.8040
32 C -2.3590 2.6865 1.4977
33 C -2.8928 3.6182 0.5756
34 C -2.2651 3.3727 -0.6054
35 O -1.3896 2.3651 -0.4773
36 C -3.7431 -0.6046 0.7303
37 H -6.2569 -0.5749 1.4464
38 H -6.6581 -1.6757 0.1251
39 H -6.8445 0.0600 -0.0968
40 H -5.4113 -0.5820 -2.1932
41 H -2.6769 -1.4460 -3.8288
42 H -2.2538 0.2574 -3.7226
43 H -3.9312 -0.2208 -4.0390
44 H -1.1975 -0.4523 -1.4892
45 H -2.0084 -2.8726 0.6894
46 H -2.3856 -2.9732 2.4189
47 H -1.0192 -4.9129 1.7547
48 H -0.0835 -3.8650 2.8536
49 H 1.4480 -2.4308 1.9910
50 H 2.1760 -3.5048 -1.6855
51 H 4.3239 -0.9823 -3.1707
52 H 5.6570 -1.9054 -2.4766
53 H 4.3561 -2.7422 -3.3537
54 H -0.3010 0.8989 2.2729
55 H 1.3829 2.2891 1.3869
56 H 2.8422 0.9969 -0.8071
57 H 2.1061 3.7732 -0.4488
58 H 3.1520 3.1528 -1.7188
59 H 5.1191 3.6503 -0.5219
60 H 4.0981 4.8809 0.2254
61 H 3.5962 3.3997 2.1012
62 H 5.3172 3.1110 1.8282
63 H 4.8425 1.1581 0.4433
64 H 3.7113 0.9524 1.7741
65 H -2.6156 2.5802 2.5316
66 H -3.6368 4.3625 0.7705
67 H -2.3476 3.8308 -1.5706
68 H -3.9033 -0.6293 1.7984

Calculated values
Max |F| (eV/Å): 1.3
Electronic energy (eV): -44716.9780
SMILES: Cc1cc(C)cc(N(C(=O)CCC(=O)Nc2cc(C)on2)[C@@H](C(=O)NC2CCCC2)c2ccco2)c1
Energy relative to the best compared isomer or geometry (same formula, charge and spin) (kJ/mol): 280.1

# 8
One molecule with the formula C4H9NOS in a non-equilibrium geometry, computed with the ωB97M-V functional and the def2-TZVPD basis.

Cartesian coordinates (Å):
1 C -1.2034 -0.7615 1.7619
2 N 0.1725 -0.4877 1.8221
3 C 0.7529 0.1758 0.8022
4 O 1.6865 1.0933 0.9019
5 C 0.0660 -0.2017 -0.4336
6 C 0.5534 0.8193 -1.4895
7 S 0.0539 0.2215 -3.0949
8 H -1.3121 -1.4357 2.7065
9 H -1.3403 -1.4713 0.9186
10 H -1.9122 0.0017 1.8983
11 H 0.6977 -0.6353 2.5929
12 H 0.4604 -1.0649 -0.9888
13 H -0.9993 -0.0599 -0.5303
14 H 1.6791 0.8665 -1.6378
15 H 0.0923 1.8049 -1.2749
16 H 0.5524 1.1351 -3.9548

Calculated values
Max |F| (eV/Å): 5.9
Electronic energy (eV): -18665.0431
SMILES: CNC(=O)CCS
Energy relative to the best compared isomer or geometry (same formula, charge and spin) (kJ/mol): 239.6

Q: What is the formula in the fifth record?
A: C5H10N3O2